w | {
  "formula": "C3H9N3O",
  "method": "ωB97M-V/def2-TZVPD",
  "multiplicity": 1,
  "e_homo_ha": -0.348,
  "e_lumo_ev": 0.5,
  "homo_lumo_gap_ev": 10.00,
  "species": ["C", "H", "C", "O", "N", "N", "H", "H", "H", "C", "H", "H", "H", "H", "N", "H"],
  "coordinates": [[-1.389, -1.129, -1.298], [-1.662, -1.826, -2.095], [2.149, 0.839, 1.865], [-0.421, 0.745, -2.482], [3.324, 1.325, 1.965], [-2.415, -1.146, -0.275], [-2.581, -2.084, 0.061], [-2.388, 0.645, -2.163], [-0.371, -1.376, -0.977], [-1.380, 0.215, -1.999], [0.792, 0.362, 0.483], [3.687, 1.030, 2.868], [-2.179, -0.596, 0.539], [1.775, 0.048, 2.518], [1.315, 1.148, 0.814], [1.742, 1.800, 0.175]]
}



x | {
  "formula": "C3H9N3O",
  "method": "ωB97M-V/def2-TZVPD",
  "multiplicity": 1,
  "e_homo_ha": -0.326,
  "e_lumo_ev": 0.6,
  "homo_lumo_gap_ev": 9.45,
  "species": ["H", "H", "C", "C", "N", "H", "H", "H", "O", "H", "N", "C", "H", "N", "H", "H"],
  "coordinates": [[-2.624, -2.639, 1.012], [-0.921, -0.686, -1.331], [1.756, 0.994, 0.120], [-2.609, -1.164, -0.199], [1.210, -0.281, 0.019], [1.854, -1.026, 0.200], [3.491, 0.494, -0.404], [-2.438, 0.363, -1.611], [-1.975, -2.121, 0.550], [-3.662, -1.018, 0.012], [0.819, 1.989, 0.340], [-1.949, -0.451, -1.099], [0.322, -0.419, 0.481], [2.997, 1.279, 0.011], [1.269, 2.872, 0.542], [0.111, 1.763, 1.021]]
}



y | {
  "formula": "C3H9N3O",
  "method": "ωB97M-V/def2-TZVPD",
  "multiplicity": 1,
  "e_homo_ha": -0.368,
  "e_lumo_ev": 0.8,
  "homo_lumo_gap_ev": 10.80,
  "species": ["H", "H", "C", "H", "N", "H", "C", "C", "N", "H", "H", "O", "N", "H", "H", "H"],
  "coordinates": [[0.629, -0.440, -1.252], [-1.102, 0.719, 0.400], [-0.929, 1.818, 0.636], [1.473, -1.541, -0.284], [-0.367, -3.082, 0.154], [-1.194, -3.659, 0.157], [1.269, 2.634, 0.403], [-0.489, -2.049, -0.769], [0.462, 1.957, 1.170], [-1.621, 2.129, 1.452], [2.167, 2.851, 0.889], [-1.564, -1.679, -1.272], [0.730, -1.409, -0.959], [0.507, -3.588, 0.224], [-1.094, 2.395, -0.285], [1.125, 2.944, -0.664]]
}



Which structure is the least stable? The one labeled w.



w | {
  "formula": "CH3N3O3",
  "method": "ωB97M-V/def2-TZVPD",
  "multiplicity": 1,
  "e_homo_ha": -0.349,
  "e_lumo_ev": 0.6,
  "homo_lumo_gap_ev": 10.14,
  "species": ["H", "C", "N", "N", "O", "H", "H", "N", "O", "O"],
  "coordinates": [[1.479, -1.480, -0.904], [-1.439, 0.939, 0.864], [0.698, 0.047, 0.576], [1.009, -0.762, -1.427], [-0.161, 0.844, 1.387], [0.478, -0.953, -2.282], [-1.689, 0.402, -0.050], [0.412, 0.110, -0.640], [1.528, -0.687, 1.123], [-2.316, 1.540, 1.353]]
}



x | {
  "formula": "CH3N3O3",
  "method": "ωB97M-V/def2-TZVPD",
  "multiplicity": 1,
  "e_homo_ha": -0.385,
  "e_lumo_ev": 0.7,
  "homo_lumo_gap_ev": 11.12,
  "species": ["H", "O", "O", "N", "N", "O", "C", "N", "H", "H"],
  "coordinates": [[-3.190, -1.273, 1.777], [1.018, -0.803, 0.303], [2.835, 0.356, 0.178], [-2.761, -1.187, 0.808], [1.122, 0.927, -1.057], [-1.593, 0.295, -0.504], [-2.124, -0.381, 0.250], [1.509, 0.114, -0.202], [0.119, 0.690, -1.263], [3.066, 1.262, -0.291]]
}



Which structure is the least stable? The one labeled w.



w | {
  "formula": "CH3N3O3",
  "method": "ωB97M-V/def2-TZVPD",
  "multiplicity": 1,
  "e_homo_ha": -0.375,
  "e_lumo_ev": -0.3,
  "homo_lumo_gap_ev": 9.94,
  "species": ["N", "H", "H", "O", "O", "N", "O", "C", "N", "H"],
  "coordinates": [[-0.060, -0.044, -0.108], [0.947, -0.796, -1.975], [-0.735, 0.125, 1.676], [0.611, 1.377, 1.406], [-0.457, -2.003, -1.185], [0.816, 0.988, 0.289], [1.750, 1.288, -0.445], [0.227, -1.061, -1.105], [-1.098, -0.151, 0.822], [-2.001, 0.277, 0.623]]
}



x | {
  "formula": "CH3N3O3",
  "method": "ωB97M-V/def2-TZVPD",
  "multiplicity": 1,
  "e_homo_ha": -0.336,
  "e_lumo_ev": -0.4,
  "homo_lumo_gap_ev": 8.78,
  "species": ["O", "N", "N", "H", "H", "C", "O", "O", "H", "N"],
  "coordinates": [[2.723, -0.493, -0.193], [2.021, 0.478, -0.010], [0.188, -0.951, -0.433], [0.661, -1.735, 0.007], [0.032, 2.454, 0.174], [-0.539, 1.554, 0.003], [2.379, 1.617, 0.213], [-1.633, 1.196, -0.138], [-0.810, -0.958, -0.236], [0.705, 0.260, 0.032]]
}



Which structure is the least stable? The one labeled x.